(1)
{
  "formula": "C10H12BN2O2",
  "method": "ωB97M-V with the def2-TZVPD basis set",
  "symbols": ["N", "C", "C", "C", "C", "C", "C", "C", "B", "O", "O", "N", "C", "C", "C", "H", "H", "H", "H", "H", "H", "H", "H", "H", "H", "H", "H"],
  "xyz": [[3.87960, -1.37255, 1.63219], [3.78693, -0.04057, 0.95597], [2.42688, 0.09571, 0.34133], [2.22704, 0.21592, -1.05018], [0.97413, 0.29695, -1.58512], [-0.16502, 0.27509, -0.76661], [-1.49386, 0.33135, -1.25105], [-2.56018, 0.32784, -0.40348], [-4.03535, 0.37956, -0.98937], [-5.01445, 1.12287, -0.41542], [-4.30770, -0.33688, -2.12215], [-2.31012, 0.27568, 0.94610], [-1.09641, 0.20596, 1.45848], [0.03040, 0.18903, 0.63456], [1.33464, 0.09536, 1.16440], [4.70529, -1.86395, 1.31224], [3.11053, -1.95085, 1.31601], [3.93300, 0.72520, 1.71087], [4.56259, 0.01297, 0.19792], [3.08096, 0.24426, -1.70861], [0.83183, 0.38885, -2.65153], [-1.65797, 0.37111, -2.31664], [-5.86184, 0.68530, -0.56678], [-3.78228, -1.14064, -2.19263], [-3.09462, 0.29008, 1.58598], [-0.95662, 0.16811, 2.52776], [1.45261, 0.00826, 2.23574]],
  "mulliken_charge": [-0.58, -0.81, 0.28, -0.69, -1.10, 0.78, -0.33, -0.36, 0.47, -0.46, -0.52, 0.07, -0.52, 0.74, -0.32, 0.27, 0.23, 0.25, 0.38, 0.38, 0.43, 0.53, 0.33, 0.33, 0.30, 0.47, 0.44],
  "largest_force_ev_per_a": 1.2,
  "smiles": "NCc1ccc2cc(B(O)O)[nH+]cc2c1",
  "relative_energy_kj_mol": 7.8,
  "total_energy_ev": -18313.3200,
  "lumo_energy_ha": -0.1672,
  "total_charge": 1,
  "homo_lumo_gap_ev": 7.942,
  "e_homo_ev": -12.49
}

(2)
{
  "formula": "C3H4N2S3",
  "method": "ωB97M-V with the def2-TZVPD basis set",
  "symbols": ["S", "C", "N", "N", "C", "C", "S", "S", "H", "H", "H", "H"],
  "xyz": [[0.07585, 3.03832, -1.46846], [0.06019, 1.53509, -0.74307], [-0.96291, 0.66148, -0.67221], [-0.77853, -0.40715, 0.12710], [0.06412, -1.38857, -0.49602], [0.61047, -0.48480, 0.60469], [1.01988, -1.05722, 2.24188], [1.45814, 1.05672, 0.06438], [-1.89441, 1.00478, -0.73430], [0.44501, -1.04286, -1.41596], [-0.24575, -2.51274, -0.41898], [0.14794, -0.40307, 2.91096]],
  "mulliken_charge": [-0.34, 0.28, -0.09, -0.39, -0.46, 0.34, -0.24, -0.07, 0.25, 0.32, 0.24, 0.14],
  "largest_force_ev_per_a": 2.7,
  "smiles": "S=C1NN2C[C@@]2(S)S1",
  "relative_energy_kj_mol": 196.6,
  "total_energy_ev": -38659.1857,
  "lumo_energy_ha": 0.0130,
  "homo_lumo_gap_ev": 8.940,
  "e_homo_ev": -8.59
}

(3)
{
  "formula": "H34O17",
  "method": "ωB97M-V with the def2-TZVPD basis set",
  "symbols": ["O", "H", "H", "O", "H", "H", "O", "H", "H", "O", "H", "H", "O", "H", "H", "O", "H", "H", "O", "H", "H", "O", "H", "H", "O", "H", "H", "O", "H", "H", "O", "H", "H", "O", "H", "H", "O", "H", "H", "O", "H", "H", "O", "H", "H", "O", "H", "H", "O", "H", "H"],
  "xyz": [[2.92955, -1.58604, -1.50310], [2.94455, -1.18704, -0.64810], [3.56055, -2.32804, -1.45610], [1.43955, -2.32604, 1.46190], [0.81155, -1.85904, 1.95790], [2.21455, -2.52504, 2.01090], [0.96155, -1.14304, -3.95710], [0.92355, -1.59504, -3.08610], [1.85055, -0.96404, -4.14010], [3.28055, -0.08304, 0.63390], [3.27555, 0.83496, 0.51590], [2.77655, -0.33204, 1.41790], [-0.23945, -0.40104, 2.56790], [-1.20145, -0.51804, 2.67490], [0.21355, -0.36004, 3.41190], [-0.91945, 3.07896, -0.42310], [-1.36345, 3.45396, -1.19110], [-1.55245, 2.40896, -0.27410], [1.28355, 2.53096, 2.58890], [1.41055, 1.60596, 2.94190], [1.34055, 2.52096, 1.63490], [-2.78345, 1.15496, -0.77410], [-2.80845, 0.16396, -0.72410], [-3.63745, 1.40496, -1.02210], [-1.50745, 2.46796, 2.72990], [-1.52145, 1.51796, 2.51090], [-0.60645, 2.75096, 2.78890], [2.32655, 1.07196, -2.42210], [2.93855, 0.29496, -2.40310], [1.47855, 0.79896, -2.47810], [-2.84045, -1.49804, -0.68510], [-2.36645, -1.79004, 0.08590], [-2.28645, -1.77404, -1.36910], [0.28855, -2.21304, -1.29010], [1.21055, -2.38704, -1.29310], [-0.05945, -3.07304, -1.21910], [-1.47145, 0.52296, -2.96810], [-1.80845, 0.84196, -2.15110], [-2.23045, 0.57096, -3.53710], [-2.73445, 0.15396, 1.80890], [-2.69045, 0.79596, 1.12490], [-3.48945, -0.34404, 1.52090], [-1.72345, -2.62904, 1.53290], [-1.77545, -2.44004, 2.51290], [-0.77945, -2.66204, 1.36890], [1.81755, 2.71596, -0.04510], [1.71455, 1.85396, -0.40910], [0.93055, 3.07296, -0.22410], [0.12455, 0.14796, -0.23610], [0.13255, 0.03596, 0.70290], [0.21755, -0.75604, -0.57710]],
  "mulliken_charge": [-0.66, 0.40, 0.28, -0.60, 0.35, 0.30, -0.61, 0.36, 0.29, -0.71, 0.28, 0.27, -0.63, 0.28, 0.23, -0.58, 0.28, 0.24, -0.77, 0.22, 0.48, -0.78, 0.42, 0.21, -0.64, 0.32, 0.43, -0.69, 0.30, 0.30, -0.77, 0.38, 0.32, -0.66, 0.22, 0.27, -0.59, 0.41, 0.25, -0.72, 0.33, 0.31, -0.77, 0.32, 0.28, -0.80, 0.20, 0.46, 1.35, -0.15, -0.21],
  "largest_force_ev_per_a": 5.7,
  "relative_energy_kj_mol": 186.8,
  "total_energy_ev": -35360.0755,
  "lumo_energy_ha": -0.0233,
  "homo_lumo_gap_ev": 9.588,
  "e_homo_ev": -10.22
}

(4)
{
  "formula": "C6H6LiO2Tm",
  "method": "ωB97M-V with the def2-TZVPD basis set",
  "symbols": ["C", "C", "C", "H", "H", "H", "H", "C", "O", "O", "C", "C", "Li", "Tm", "H", "H"],
  "xyz": [[-2.62556, 1.76789, 1.05166], [-2.33517, 0.67060, 0.33521], [-2.07979, -0.71049, 0.82454], [-2.82587, 2.71192, 0.54373], [-2.71622, 1.76079, 2.14156], [-2.27510, 0.74215, -0.75432], [-2.71060, -1.44053, 0.29755], [-2.11341, -0.97882, 2.17717], [-2.11493, -1.22249, 3.29011], [1.07895, -0.11608, 0.51316], [0.68439, -1.25365, 0.23286], [-0.37791, -1.99700, -0.01504], [0.01181, 1.36910, 1.23886], [3.62789, 0.67766, -0.63108], [0.45601, -1.98500, -1.05428], [-0.42462, -3.00849, 0.38591]],
  "mulliken_spin": [0.19, -0.04, 0.44, 0.01, 0.00, 0.00, -0.01, 0.05, 0.15, -0.09, 0.26, -0.02, 0.09, 1.98, 0.01, -0.02],
  "largest_force_ev_per_a": 3.8,
  "relative_energy_kj_mol": 202.0,
  "total_energy_ev": -40110.8452,
  "lumo_energy_ha": [-0.4385, -0.5365],
  "total_charge": 3,
  "multiplicity": 4,
  "homo_lumo_gap_ev": [4.467, 4.535],
  "e_homo_ev": [-16.40, -19.13]
}